No. 1
{
  "formula": "C50H59AsN3P2PbSi2Te",
  "method": "ωB97M-V/def2-TZVPD",
  "symbols": ["Pb", "C", "P", "C", "C", "C", "C", "C", "C", "C", "C", "C", "C", "C", "C", "C", "C", "C", "C", "C", "P", "C", "C", "C", "C", "C", "C", "C", "C", "C", "C", "C", "C", "N", "H", "H", "H", "H", "H", "H", "H", "H", "H", "H", "H", "H", "H", "H", "H", "H", "H", "H", "H", "H", "H", "H", "H", "H", "H", "H", "C", "C", "C", "C", "C", "C", "N", "N", "C", "C", "C", "C", "C", "C", "H", "H", "H", "H", "H", "H", "H", "H", "H", "C", "Te", "C", "H", "H", "H", "H", "H", "H", "C", "Si", "C", "C", "As", "Si", "C", "C", "C", "H", "H", "H", "H", "H", "H", "H", "H", "H", "H", "H", "H", "H", "H", "H", "H", "H", "H"],
  "coordinates": [[0.421, 0.162, -0.708], [2.584, 0.176, 2.796], [2.334, -0.881, 1.297], [2.312, -2.616, 1.877], [1.666, -3.556, 1.079], [1.748, -4.909, 1.375], [2.440, -5.335, 2.498], [3.062, -4.403, 3.317], [3.011, -3.056, 2.999], [3.984, -0.807, 0.503], [4.738, -1.922, 0.154], [5.948, -1.770, -0.510], [6.416, -0.507, -0.836], [5.663, 0.612, -0.504], [4.457, 0.459, 0.157], [1.474, 1.164, 3.057], [1.172, 1.747, 4.280], [0.190, 2.722, 4.008], [-0.052, 2.651, 2.646], [-1.004, 3.493, 1.852], [-2.433, 2.476, 1.263], [-3.430, 3.750, 0.381], [-4.790, 3.951, 0.607], [-5.509, 4.877, -0.135], [-4.883, 5.620, -1.125], [-3.533, 5.415, -1.377], [-2.820, 4.485, -0.638], [-3.346, 2.350, 2.848], [-3.666, 3.445, 3.650], [-4.316, 3.269, 4.859], [-4.660, 1.991, 5.284], [-4.348, 0.896, 4.496], [-3.691, 1.083, 3.286], [0.729, 1.696, 2.050], [3.529, 0.702, 2.623], [2.729, -0.472, 3.661], [1.083, -3.221, 0.227], [1.264, -5.631, 0.731], [2.493, -6.389, 2.736], [3.601, -4.728, 4.198], [3.538, -2.348, 3.625], [4.374, -2.916, 0.379], [6.522, -2.648, -0.777], [7.361, -0.392, -1.351], [6.003, 1.603, -0.772], [3.867, 1.338, 0.398], [1.620, 1.517, 5.235], [-0.301, 3.376, 4.714], [-0.521, 3.915, 0.972], [-1.377, 4.331, 2.446], [-5.295, 3.375, 1.373], [-6.564, 5.020, 0.063], [-5.441, 6.350, -1.697], [-3.035, 5.978, -2.157], [-1.772, 4.321, -0.864], [-3.411, 4.446, 3.322], [-4.547, 4.127, 5.478], [-5.170, 1.854, 6.230], [-4.611, -0.103, 4.817], [-3.426, 0.236, 2.673], [3.769, 5.469, -0.711], [4.277, 4.948, -1.898], [3.849, 3.716, -2.362], [2.889, 3.017, -1.637], [2.378, 3.528, -0.459], [2.828, 4.753, 0.013], [2.396, 1.727, -2.018], [3.218, 1.062, -2.678], [2.877, -0.298, -2.927], [3.718, -0.904, -3.861], [3.622, -2.261, -4.102], [2.702, -3.004, -3.376], [1.863, -2.376, -2.461], [1.902, -1.008, -2.207], [4.120, 6.427, -0.348], [5.014, 5.504, -2.462], [4.242, 3.288, -3.273], [1.701, 2.927, 0.130], [2.446, 5.129, 0.953], [4.443, -0.291, -4.383], [4.265, -2.736, -4.832], [2.638, -4.077, -3.517], [1.128, -2.982, -1.943], [-2.880, 0.623, -3.817], [-0.753, 0.720, -3.868], [-0.703, 2.733, -4.585], [-3.280, 0.504, -4.820], [-3.258, 1.532, -3.353], [-3.143, -0.228, -3.193], [-1.537, 3.274, -4.150], [-0.767, 2.744, -5.669], [0.230, 3.190, -4.265], [-0.600, -5.077, -2.037], [-1.723, -3.587, -2.376], [-1.224, -2.959, -4.085], [-3.457, -4.312, -2.596], [-1.852, -1.821, -0.875], [-2.466, -2.965, 1.061], [-1.583, -2.293, 2.594], [-4.339, -2.754, 1.273], [-2.268, -4.843, 1.121], [-0.514, -5.663, -2.956], [-1.015, -5.720, -1.263], [0.407, -4.794, -1.730], [-1.108, -3.808, -4.761], [-0.282, -2.407, -4.072], [-1.989, -2.300, -4.501], [-3.479, -5.097, -3.357], [-4.150, -3.523, -2.891], [-3.832, -4.736, -1.663], [-1.070, -1.346, 2.408], [-0.837, -3.011, 2.935], [-2.287, -2.129, 3.412], [-4.686, -1.785, 0.936], [-4.656, -2.898, 2.309], [-4.843, -3.504, 0.659], [-1.236, -5.163, 1.024], [-2.854, -5.338, 0.347], [-2.635, -5.184, 2.093]],
  "lowdin_charge": [0.72, -0.27, 1.00, -0.37, -0.11, -0.08, -0.09, -0.09, -0.09, -0.35, -0.08, -0.09, -0.10, -0.08, -0.12, -0.44, -0.11, -0.11, -0.45, -0.31, 1.07, -0.37, -0.10, -0.10, -0.11, -0.10, -0.11, -0.39, -0.11, -0.09, -0.10, -0.08, -0.09, 0.00, 0.08, 0.07, 0.06, 0.10, 0.10, 0.10, 0.10, 0.10, 0.10, 0.10, 0.10, 0.09, 0.07, 0.08, 0.05, 0.08, 0.10, 0.10, 0.09, 0.10, 0.09, 0.10, 0.10, 0.09, 0.10, 0.08, -0.10, -0.10, -0.04, -0.27, -0.04, -0.07, -0.01, 0.08, -0.33, -0.05, -0.10, -0.08, -0.17, -0.33, 0.10, 0.10, 0.10, 0.06, 0.11, 0.10, 0.09, 0.10, 0.02, -0.45, 1.11, -0.45, 0.00, 0.00, -0.05, -0.01, -0.01, -0.02, -0.22, 0.14, -0.25, -0.24, 0.59, 0.16, -0.22, -0.25, -0.23, 0.03, 0.01, -0.01, 0.03, -0.02, 0.01, 0.02, 0.02, 0.00, 0.01, 0.01, 0.02, 0.01, 0.02, 0.01, -0.01, 0.01, 0.03],
  "charge": -1,
  "lumo_ev": 1.80,
  "gap_ev": 5.743,
  "relative_energy_kj_mol": 21.9
}


No. 2
{
  "formula": "C50H59N7O4Y",
  "method": "ωB97M-V/def2-TZVPD",
  "symbols": ["Y", "C", "N", "C", "C", "N", "C", "C", "C", "C", "C", "C", "N", "C", "N", "C", "C", "C", "C", "C", "C", "N", "H", "H", "H", "H", "H", "H", "H", "H", "H", "H", "H", "H", "H", "H", "H", "C", "C", "C", "C", "C", "C", "C", "N", "C", "C", "C", "C", "C", "C", "O", "C", "C", "C", "C", "C", "C", "C", "C", "C", "O", "C", "C", "C", "C", "C", "C", "H", "H", "H", "H", "H", "H", "H", "H", "H", "H", "H", "H", "H", "H", "H", "H", "H", "H", "H", "H", "H", "H", "H", "H", "H", "H", "H", "H", "H", "H", "H", "H", "H", "H", "H", "H", "H", "H", "H", "H", "O", "C", "O", "C", "C", "C", "C", "C", "N", "H", "H", "H", "H"],
  "coordinates": [[0.603, 1.545, 0.672], [3.243, 3.306, 1.803], [2.566, 2.168, 2.415], [2.066, 2.411, 3.762], [0.734, 3.077, 3.640], [-0.123, 2.769, 2.696], [-1.178, 3.675, 2.857], [-2.324, 3.868, 2.094], [-3.186, 4.871, 2.484], [-2.924, 5.676, 3.603], [-1.781, 5.511, 4.357], [-0.919, 4.499, 3.951], [0.320, 4.093, 4.427], [3.566, 2.916, 0.399], [2.975, 1.920, -0.219], [3.546, 1.893, -1.490], [3.333, 1.016, -2.552], [4.044, 1.235, -3.712], [4.959, 2.296, -3.822], [5.197, 3.157, -2.771], [4.470, 2.930, -1.609], [4.471, 3.558, -0.372], [4.158, 3.607, 2.336], [2.555, 4.159, 1.785], [3.152, 1.338, 2.393], [2.745, 3.013, 4.381], [1.946, 1.444, 4.261], [-2.513, 3.258, 1.228], [-4.084, 5.046, 1.910], [-3.628, 6.449, 3.874], [-1.569, 6.139, 5.209], [0.834, 4.478, 5.200], [2.638, 0.192, -2.465], [3.901, 0.576, -4.557], [5.495, 2.434, -4.749], [5.907, 3.966, -2.856], [5.000, 4.371, -0.107], [0.273, -6.073, 3.013], [0.259, -5.662, 1.536], [1.257, -6.524, 0.753], [-1.139, -5.914, 0.975], [0.659, -4.197, 1.416], [-0.143, -3.243, 0.881], [0.290, -1.885, 0.824], [-0.390, -0.838, 0.347], [-1.491, -0.875, -0.409], [-1.908, -1.950, -1.247], [-2.985, -1.808, -2.058], [-3.718, -0.574, -2.015], [-3.386, 0.511, -1.267], [-2.198, 0.398, -0.439], [-1.744, 1.364, 0.246], [-4.194, 1.801, -1.293], [-5.349, 1.721, -2.291], [-3.308, 2.981, -1.717], [-4.802, 2.029, 0.099], [-3.447, -2.879, -3.037], [-2.587, -4.138, -2.955], [-4.898, -3.261, -2.722], [-3.360, -2.321, -4.464], [1.541, -1.500, 1.449], [1.825, -0.263, 1.521], [2.419, -2.530, 1.957], [1.954, -3.807, 1.905], [3.793, -2.170, 2.510], [4.579, -3.417, 2.912], [3.633, -1.300, 3.763], [4.614, -1.431, 1.441], [-0.001, -7.124, 3.111], [-0.438, -5.482, 3.591], [1.257, -5.950, 3.463], [0.977, -7.575, 0.826], [2.271, -6.430, 1.139], [1.271, -6.248, -0.302], [-1.389, -6.970, 1.076], [-1.198, -5.663, -0.086], [-1.900, -5.343, 1.508], [-1.137, -3.492, 0.555], [-1.301, -2.838, -1.299], [-4.586, -0.506, -2.653], [-5.002, 1.569, -3.314], [-5.900, 2.660, -2.270], [-6.052, 0.926, -2.041], [-2.912, 2.818, -2.722], [-2.472, 3.141, -1.045], [-3.908, 3.892, -1.743], [-5.542, 1.258, 0.316], [-5.308, 2.995, 0.131], [-4.055, 2.006, 0.886], [-2.614, -4.584, -1.959], [-1.547, -3.937, -3.214], [-2.961, -4.881, -3.658], [-4.991, -3.649, -1.708], [-5.234, -4.036, -3.413], [-5.579, -2.417, -2.824], [-2.330, -2.063, -4.716], [-3.973, -1.430, -4.593], [-3.706, -3.066, -5.180], [2.589, -4.598, 2.279], [4.085, -3.983, 3.703], [5.556, -3.115, 3.292], [4.748, -4.081, 2.064], [3.164, -1.865, 4.570], [3.012, -0.429, 3.565], [4.610, -0.963, 4.113], [4.770, -2.068, 0.570], [5.596, -1.180, 1.846], [4.132, -0.518, 1.103], [1.207, 5.190, -1.428], [0.787, 4.107, -1.078], [0.695, 3.666, 0.133], [0.351, 3.106, -2.142], [0.098, 3.537, -3.436], [-0.266, 2.606, -4.390], [-0.346, 1.271, -4.023], [-0.056, 0.924, -2.717], [0.277, 1.819, -1.783], [0.201, 4.590, -3.652], [-0.479, 2.913, -5.404], [-0.617, 0.503, -4.732], [-0.095, -0.113, -2.405]],
  "lowdin_charge": [1.62, -0.11, -0.10, -0.11, -0.30, 0.09, -0.19, 0.00, -0.06, -0.07, -0.01, -0.18, 0.19, -0.30, 0.10, -0.21, -0.02, -0.07, -0.07, 0.00, -0.17, 0.20, 0.14, 0.14, 0.09, 0.13, 0.13, 0.07, 0.10, 0.11, 0.11, 0.17, 0.10, 0.11, 0.11, 0.12, 0.18, -0.04, -0.56, -0.04, -0.06, -0.14, 0.04, -0.16, 0.10, -0.19, 0.02, -0.14, 0.05, -0.07, -0.27, -0.12, -0.53, -0.06, -0.02, -0.03, -0.55, -0.06, -0.03, -0.03, -0.25, -0.16, -0.07, 0.06, -0.53, -0.06, -0.03, -0.03, 0.09, 0.09, 0.08, 0.09, 0.08, 0.09, 0.09, 0.08, 0.09, 0.09, 0.10, 0.10, 0.09, 0.09, 0.09, 0.09, 0.06, 0.09, 0.09, 0.09, 0.06, 0.08, 0.09, 0.09, 0.09, 0.09, 0.08, 0.08, 0.08, 0.09, 0.10, 0.09, 0.09, 0.09, 0.10, 0.04, 0.09, 0.10, 0.09, 0.06, 0.09, -0.58, -0.17, -0.18, 0.02, -0.03, -0.03, -0.12, 0.05, 0.13, 0.12, 0.11, 0.11],
  "charge": 1,
  "lumo_ev": [-3.94, -3.98],
  "gap_ev": [5.889, 5.811],
  "relative_energy_kj_mol": 17.0
}


No. 3
{
  "formula": "C50H61NO43S",
  "method": "ωB97M-V/def2-TZVPD",
  "symbols": ["N", "C", "C", "C", "O", "C", "C", "C", "C", "C", "S", "O", "O", "C", "C", "C", "O", "H", "H", "H", "H", "H", "H", "H", "H", "H", "C", "C", "O", "C", "O", "O", "H", "H", "H", "H", "C", "C", "O", "C", "O", "O", "H", "H", "H", "H", "C", "C", "O", "C", "O", "O", "H", "H", "H", "H", "C", "C", "O", "C", "O", "O", "H", "H", "H", "H", "C", "C", "O", "C", "O", "O", "H", "H", "H", "H", "C", "C", "O", "C", "O", "O", "H", "H", "H", "H", "C", "C", "O", "C", "O", "O", "H", "H", "H", "H", "C", "C", "O", "C", "O", "O", "H", "H", "H", "H", "C", "C", "O", "C", "O", "O", "H", "H", "H", "H", "C", "C", "O", "C", "O", "O", "H", "H", "H", "H", "C", "C", "O", "C", "O", "O", "H", "H", "H", "H", "C", "C", "O", "C", "O", "O", "H", "H", "H", "H", "C", "C", "O", "C", "O", "O", "H", "H", "H", "H"],
  "coordinates": [[-6.226, 0.747, 5.010], [-6.479, 0.905, 3.496], [-7.749, 1.542, 2.961], [-7.928, 1.724, 1.308], [-9.104, 1.593, 0.686], [-6.497, 2.034, 0.500], [-6.419, 3.024, -0.825], [-4.934, 3.297, -1.519], [-3.563, 2.624, -0.903], [-2.032, 2.887, -1.512], [-1.152, 3.941, -0.189], [-2.111, 5.118, 0.211], [0.222, 4.467, -0.668], [-3.631, 1.612, 0.411], [-5.097, 1.339, 1.094], [-5.312, 0.357, 2.431], [-4.635, -0.784, 2.599], [-5.202, 0.474, 5.045], [-6.222, 1.754, 5.353], [-8.569, 1.909, 3.714], [-7.414, 3.498, -1.221], [-4.864, 4.011, -2.473], [-1.470, 1.854, -1.508], [-2.047, 3.431, -2.549], [-1.012, 3.066, 0.932], [-2.643, 1.130, 0.874], [2.850, 7.203, -1.224], [1.415, 7.109, -1.632], [1.339, 7.969, -2.753], [2.598, 8.057, -3.273], [2.868, 8.578, -4.342], [3.516, 7.483, -2.440], [3.219, 6.272, -0.785], [3.032, 8.024, -0.523], [1.134, 6.097, -1.943], [0.735, 7.440, -0.842], [2.894, 2.400, -4.063], [2.813, 3.527, -3.084], [1.431, 3.825, -3.044], [0.770, 2.697, -3.439], [-0.437, 2.543, -3.361], [1.637, 1.764, -3.931], [3.706, 1.705, -3.832], [3.007, 2.750, -5.094], [3.141, 3.233, -2.081], [3.389, 4.399, -3.405], [-2.039, -1.474, 5.766], [-0.662, -0.903, 5.862], [-0.630, 0.050, 4.816], [-1.924, 0.406, 4.565], [-2.256, 1.330, 3.841], [-2.797, -0.406, 5.230], [-2.433, -1.778, 6.740], [-2.092, -2.325, 5.079], [-0.487, -0.389, 6.814], [0.114, -1.660, 5.720], [1.814, 2.538, 5.597], [2.509, 3.703, 6.225], [2.784, 3.249, 7.536], [2.807, 1.885, 7.488], [3.181, 1.170, 8.402], [2.358, 1.426, 6.284], [2.010, 2.465, 4.524], [0.731, 2.559, 5.760], [3.455, 3.942, 5.728], [1.882, 4.598, 6.247], [-2.914, -5.689, 7.300], [-3.206, -5.818, 8.760], [-2.579, -4.679, 9.319], [-2.482, -3.751, 8.323], [-2.147, -2.590, 8.493], [-2.809, -4.290, 7.112], [-3.712, -6.104, 6.678], [-1.964, -6.156, 7.021], [-4.278, -5.774, 8.978], [-2.793, -6.736, 9.187], [-0.110, 2.565, -7.341], [-0.596, 1.430, -8.183], [0.594, 0.908, -8.744], [1.615, 1.265, -7.911], [2.755, 0.840, -7.998], [1.194, 2.158, -6.968], [-0.733, 2.724, -6.457], [-0.041, 3.503, -7.901], [-1.081, 0.647, -7.590], [-1.283, 1.759, -8.968], [-3.589, -4.713, 0.385], [-2.894, -3.549, 1.013], [-2.619, -4.002, 2.325], [-2.596, -5.366, 2.276], [-2.222, -6.082, 3.191], [-3.045, -5.825, 1.072], [-3.393, -4.786, -0.688], [-4.672, -4.692, 0.549], [-1.948, -3.309, 0.516], [-3.521, -2.653, 1.035], [-5.865, -1.578, -1.852], [-6.351, -2.713, -2.695], [-5.161, -3.235, -3.255], [-4.140, -2.878, -2.423], [-3.000, -3.303, -2.509], [-4.561, -1.985, -1.480], [-6.488, -1.419, -0.968], [-5.796, -0.640, -2.413], [-6.836, -3.496, -2.102], [-7.038, -2.384, -3.479], [0.024, -4.275, -3.534], [0.907, -3.290, -4.229], [2.128, -3.390, -3.520], [2.149, -4.624, -2.938], [3.124, -5.111, -2.391], [0.936, -5.242, -3.048], [-0.702, -4.734, -4.211], [-0.509, -3.834, -2.686], [1.084, -3.553, -5.277], [0.512, -2.271, -4.181], [0.636, -8.597, -4.910], [1.684, -8.938, -5.918], [1.009, -8.792, -7.153], [-0.033, -7.938, -6.937], [-0.725, -7.457, -7.819], [-0.200, -7.690, -5.605], [1.055, -8.130, -4.015], [0.042, -9.468, -4.613], [2.530, -8.243, -5.894], [2.060, -9.958, -5.800], [5.808, -2.246, -3.544], [5.517, -2.376, -2.085], [6.143, -1.237, -1.526], [6.241, -0.308, -2.522], [6.576, 0.852, -2.351], [5.914, -0.848, -3.732], [5.011, -2.662, -4.167], [6.758, -2.713, -3.824], [4.444, -2.332, -1.867], [5.929, -3.294, -1.658], [6.609, 8.340, -2.280], [7.561, 9.484, -2.417], [7.230, 10.316, -1.322], [6.637, 9.521, -0.384], [6.377, 9.875, 0.754], [6.372, 8.280, -0.886], [7.032, 7.400, -2.642], [5.659, 8.524, -2.792], [8.606, 9.171, -2.320], [7.436, 10.018, -3.363], [4.463, -2.556, 6.456], [3.090, -2.720, 7.021], [2.250, -2.515, 5.901], [2.994, -2.796, 4.791], [2.539, -2.887, 3.663], [4.311, -2.962, 5.109], [5.201, -3.180, 6.967], [4.803, -1.515, 6.475], [2.917, -3.727, 7.414], [2.874, -1.990, 7.807]],
  "lowdin_charge": [0.05, -0.14, 0.04, -0.22, -0.05, -0.02, 0.02, 0.00, -0.15, -0.24, 0.82, -0.43, -0.43, 0.05, -0.01, -0.16, -0.02, 0.07, 0.10, 0.12, 0.10, 0.11, 0.12, 0.12, 0.10, 0.12, -0.13, -0.14, 0.07, -0.52, 0.13, 0.03, 0.14, 0.14, 0.10, 0.14, -0.12, -0.12, 0.04, -0.48, 0.05, 0.07, 0.14, 0.13, 0.14, 0.14, -0.12, -0.12, 0.06, -0.52, 0.10, 0.05, 0.10, 0.14, 0.14, 0.12, -0.14, -0.14, 0.07, -0.52, 0.12, 0.05, 0.14, 0.13, 0.14, 0.14, -0.13, -0.14, 0.07, -0.50, 0.12, 0.06, 0.14, 0.14, 0.14, 0.14, -0.13, -0.14, 0.07, -0.51, 0.14, 0.04, 0.13, 0.14, 0.14, 0.14, -0.14, -0.14, 0.06, -0.51, 0.12, 0.07, 0.12, 0.14, 0.14, 0.12, -0.13, -0.13, 0.07, -0.51, 0.12, 0.05, 0.14, 0.14, 0.14, 0.14, -0.14, -0.13, 0.05, -0.51, 0.12, 0.06, 0.14, 0.12, 0.14, 0.14, -0.14, -0.14, 0.06, -0.52, 0.13, 0.05, 0.13, 0.14, 0.14, 0.14, -0.13, -0.14, 0.06, -0.52, 0.12, 0.06, 0.13, 0.14, 0.13, 0.14, -0.14, -0.14, 0.06, -0.52, 0.13, 0.06, 0.14, 0.12, 0.13, 0.14, -0.13, -0.13, 0.03, -0.51, 0.13, 0.07, 0.14, 0.14, 0.14, 0.14],
  "charge": 0,
  "lumo_ev": -1.87,
  "gap_ev": 7.337
}